No. 1
{"formula": "C4H12N3O", "method": "ωB97M-V/def2-TZVPD", "elements": ["C", "H", "O", "H", "C", "C", "H", "N", "H", "N", "H", "H", "C", "H", "N", "H", "H", "H", "H", "H"], "coordinates": [[-0.100, 1.506, 1.438], [1.021, -0.290, -2.285], [-0.222, -3.367, -0.271], [0.865, -2.475, 1.251], [0.353, -0.665, -1.496], [-0.285, 0.605, -0.901], [-1.277, 0.247, -0.568], [1.156, -1.429, -0.500], [-0.592, 1.339, -1.656], [0.518, 1.184, 0.138], [-1.919, 1.969, 0.722], [-1.010, 3.246, 0.861], [0.230, -2.298, 0.335], [0.716, 1.913, 2.027], [-1.229, 2.377, 1.333], [1.521, -2.120, -1.157], [-0.374, 0.533, 1.878], [-0.524, -1.546, 0.741], [1.355, 0.630, 0.262], [-0.201, -1.359, -2.151]], "lowdin_charge": [-0.33, 0.09, -0.31, 0.07, -0.26, -0.28, 0.10, -0.09, 0.09, -0.09, 0.04, 0.06, -0.61, 0.10, 0.00, 0.07, 0.10, 0.07, 0.08, 0.10], "smiles": "NCNCCNC[O-]", "e_homo_ha": -0.0965, "spin_multiplicity": 1, "total_charge": -1}

No. 2
{"formula": "C4H12N3O", "method": "ωB97M-V/def2-TZVPD", "elements": ["H", "H", "H", "N", "H", "C", "H", "N", "H", "C", "H", "N", "C", "H", "H", "H", "C", "H", "O", "H"], "coordinates": [[3.726, -0.127, 0.288], [2.375, -0.515, -1.654], [1.358, -1.402, -0.599], [2.736, -0.260, 0.506], [1.960, -0.363, 1.724], [-1.188, 0.295, -0.302], [0.907, 1.167, 0.187], [-3.567, 0.070, 0.506], [1.497, 1.480, -1.357], [-2.564, -0.201, -0.549], [0.939, -0.004, 3.014], [-0.294, 0.517, -1.417], [1.895, -0.390, -0.657], [-4.184, -0.676, 0.413], [-0.724, -0.461, 0.332], [-2.633, -1.240, -0.871], [0.931, 0.778, -0.776], [-2.940, 0.500, -1.226], [0.976, -0.329, 2.091], [-1.204, 1.160, 0.347]], "mulliken_spin": [0.00, 0.00, 0.00, 0.00, 0.00, 0.03, 0.00, 0.94, 0.00, -0.05, 0.00, 0.00, 0.00, -0.01, 0.01, 0.00, 0.00, 0.08, 0.00, 0.01], "e_homo_ha": [-0.2994, -0.2994], "spin_multiplicity": 2}

No. 3
{"formula": "C4H12N3OS", "method": "ωB97M-V/def2-TZVPD", "elements": ["H", "H", "H", "C", "H", "H", "H", "H", "H", "N", "N", "S", "C", "H", "H", "C", "H", "N", "O", "H", "C"], "coordinates": [[1.566, 2.822, 3.151], [-1.951, -1.524, -0.612], [0.430, -0.048, 2.398], [-1.974, -1.920, -1.667], [-2.519, -2.833, -1.772], [1.264, 2.306, 0.577], [-0.034, -3.881, -2.834], [2.267, 0.881, 0.881], [1.108, -2.349, -2.859], [1.999, 2.187, 2.607], [-0.705, -2.088, -2.184], [-0.695, 0.384, 0.133], [0.163, -2.837, -2.604], [-0.432, 1.478, 2.328], [-1.329, 2.327, -0.917], [0.295, 0.914, 1.737], [-2.404, -0.954, -2.078], [-1.460, 1.789, -0.059], [0.283, 0.097, -0.809], [2.586, 1.672, 3.221], [1.541, 1.578, 1.362]], "lowdin_charge": [0.04, 0.06, 0.13, -0.07, 0.12, 0.12, 0.13, 0.14, 0.13, 0.06, 0.06, 0.79, 0.12, 0.09, 0.04, -0.26, 0.14, -0.16, -0.44, 0.08, -0.32], "e_homo_ha": [-0.4502, -0.4279], "spin_multiplicity": 1, "total_charge": 1}

No. 4
{"formula": "C4H12N4", "method": "ωB97M-V/def2-TZVPD", "elements": ["N", "H", "C", "N", "H", "H", "H", "H", "C", "C", "H", "C", "H", "H", "H", "H", "H", "H", "N", "N"], "coordinates": [[0.486, -1.891, 0.095], [-1.631, 1.984, 0.325], [-2.419, -0.892, -0.134], [2.001, 1.940, 0.011], [2.883, 2.414, 0.170], [0.089, -0.607, -1.499], [2.719, -1.118, 0.453], [-2.733, -0.635, -1.146], [0.087, -0.688, -0.420], [1.929, 0.597, 0.168], [-0.501, 0.236, 1.405], [-0.509, 0.317, 0.327], [0.247, -2.092, 1.055], [-3.048, -0.412, 0.616], [-2.375, -1.969, 0.018], [1.145, 2.469, 0.051], [-1.072, 1.547, -1.174], [0.633, -2.641, -0.560], [2.936, -0.123, 0.422], [-0.865, 1.565, -0.184]], "lowdin_charge": [0.09, 0.10, -0.08, 0.05, 0.09, 0.14, 0.00, -0.01, -0.26, -0.40, 0.14, -0.27, 0.11, -0.02, -0.02, 0.04, 0.10, 0.11, 0.04, 0.05], "e_homo_ha": [-0.2209, -0.2254], "spin_multiplicity": 1}

No. 5
{"formula": "C4H12N4", "method": "ωB97M-V/def2-TZVPD", "elements": ["C", "C", "H", "H", "H", "H", "C", "H", "H", "H", "C", "H", "H", "N", "H", "N", "H", "N", "H", "N"], "coordinates": [[-1.853, -0.318, -1.417], [-0.905, 0.508, -0.591], [-1.673, -0.105, -2.468], [0.830, -1.405, -1.209], [2.144, -0.818, 2.421], [-1.721, -1.388, -1.247], [1.392, -0.206, 1.948], [1.513, 1.188, -1.273], [-1.607, -0.597, 1.141], [2.379, 0.401, -0.106], [0.523, -0.765, 1.026], [-0.806, 0.773, 1.543], [1.458, 0.868, 2.078], [-0.814, -0.008, 0.887], [-2.886, -0.044, -1.185], [1.875, 0.270, -0.998], [0.360, -1.838, 1.068], [-0.743, 1.758, -0.822], [-0.231, 2.252, -0.094], [0.766, -0.526, -0.701]], "lowdin_charge": [-0.04, -0.52, 0.09, 0.10, 0.02, 0.07, -0.11, 0.06, 0.15, 0.05, -0.33, 0.14, 0.02, 0.13, 0.08, -0.02, 0.11, 0.09, 0.04, -0.13], "e_homo_ha": -0.2566, "spin_multiplicity": 1}

No. 6
{"formula": "C4H12N4", "method": "ωB97M-V/def2-TZVPD", "elements": ["H", "H", "H", "N", "H", "C", "H", "H", "C", "H", "C", "H", "N", "H", "C", "H", "H", "N", "N", "H"], "coordinates": [[-0.473, 1.223, 0.495], [1.164, 1.360, -2.926], [1.959, 1.854, -1.550], [1.381, 1.142, -1.969], [-1.517, -0.944, 1.181], [-1.379, 0.808, 0.053], [1.557, -0.876, -2.566], [3.603, -2.250, -0.496], [1.761, -0.179, -1.763], [2.533, -0.066, 0.201], [-2.765, 0.334, 2.003], [-1.113, 0.330, -0.884], [-2.898, -0.346, 3.070], [-3.220, 1.318, 1.848], [2.296, -0.697, -0.662], [-2.060, 1.629, -0.184], [-3.500, 0.155, 3.716], [-2.074, -0.142, 0.916], [2.610, -2.098, -0.627], [2.136, -2.553, 0.144]], "lowdin_charge": [0.07, 0.08, 0.09, 0.03, 0.12, -0.12, 0.11, 0.06, -0.23, 0.10, -0.36, 0.06, 0.06, 0.12, -0.25, 0.08, 0.02, -0.07, -0.02, 0.06], "smiles": "[H]/N=C/NC.N/C=C/N", "e_homo_ha": -0.3074, "spin_multiplicity": 1}

No. 7
{"formula": "C4H12N4O", "method": "ωB97M-V/def2-TZVPD", "elements": ["C", "C", "N", "H", "N", "O", "H", "H", "N", "H", "C", "H", "H", "H", "H", "C", "N", "H", "H", "H", "H"], "coordinates": [[-2.440, 0.181, -0.913], [-3.586, 1.057, -0.495], [3.621, 0.617, -0.817], [1.611, -1.583, 2.028], [-1.497, -0.247, -0.183], [1.499, -0.695, 1.654], [3.330, 0.825, 1.270], [-2.393, -0.138, -1.944], [-1.452, -0.011, 1.145], [-0.507, -0.083, 1.500], [3.102, 0.348, 0.307], [0.509, -0.976, -0.739], [-4.172, 1.357, -1.358], [-3.220, 1.956, 0.008], [2.097, -0.950, -1.565], [1.559, -1.280, -0.680], [2.216, -0.661, 0.443], [4.322, 1.349, -0.785], [-1.985, 0.774, 1.508], [1.620, -2.366, -0.588], [-4.235, 0.526, 0.203]], "lowdin_charge": [-0.24, -0.09, 0.07, 0.12, -0.09, -0.03, 0.13, 0.09, 0.02, 0.05, -0.29, 0.05, 0.06, 0.07, 0.07, -0.04, -0.22, 0.03, 0.08, 0.09, 0.07], "smiles": "[H]/N=C/N(C)O.C/C=N\\N", "e_homo_ha": -0.3153, "spin_multiplicity": 1}

No. 8
{"formula": "C4H12N4O8", "method": "ωB97M-V/def2-TZVPD", "elements": ["O", "N", "H", "O", "O", "O", "C", "C", "H", "N", "C", "H", "H", "O", "H", "N", "H", "C", "H", "H", "H", "H", "H", "H", "N", "O", "O", "O"], "coordinates": [[-0.041, 0.906, 5.315], [0.641, -4.364, -3.693], [2.625, -3.822, -4.224], [0.516, -0.141, 0.742], [0.237, -5.513, -3.713], [-1.564, -0.363, 0.504], [-1.629, 0.813, 3.825], [-0.318, -0.661, -1.399], [1.205, 2.513, 0.742], [0.461, 4.413, 1.260], [0.236, 3.012, 0.770], [-2.558, 0.728, 4.389], [1.281, -3.326, -5.443], [-0.254, 5.271, 0.793], [0.743, -0.482, -1.574], [-0.467, -0.391, 0.039], [-0.764, -1.602, -1.720], [1.708, -4.063, -4.762], [-1.309, -0.224, 3.730], [-0.281, 3.132, -0.182], [-0.931, 0.109, -1.869], [1.884, -4.992, -5.304], [-0.443, 2.516, 1.463], [-1.645, 1.214, 2.812], [-0.626, 1.509, 4.488], [0.081, -3.417, -3.085], [-0.228, 2.617, 4.080], [1.439, 4.605, 2.018]], "lowdin_charge": [0.10, -0.40, 0.10, 0.04, 0.07, 0.07, 0.01, 0.05, 0.10, -0.42, 0.03, 0.12, 0.10, 0.06, 0.10, -0.45, 0.09, 0.06, 0.11, 0.10, 0.11, 0.09, 0.06, 0.08, -0.47, 0.01, 0.05, 0.04], "smiles": "C[N+](=O)[O-].C[N+](=O)[O-].C[N+](=O)[O-].C[N+](=O)[O-]", "e_homo_ha": -0.3951, "spin_multiplicity": 1}

The evaluated energy for the records listed, in turn: -399.072249 -398.801427 -796.811812 -378.449622 -378.456072 -378.590659 -453.758562 -980.129166 a.u..
The evaluated ΔE to the lowest compared entry with this formula, charge and spin for the records listed, in turn: 222.8 667.9 555.6 495.2 478.3 125.0 377.1 124.3 kJ/mol.